1.
{"formula": "C4H13N3", "method": "ωB97M-V/def2-TZVPD", "max_force_ha_per_bohr": 0.0409, "smiles": "C[C@@H](N)CNCN", "de_lowest_kcal_mol": 33.0, "gap_ha": 0.3572, "mol_weight_g_mol": 103.2, "e_homo_ha": -0.3172, "elements": ["C", "N", "C", "N", "C", "C", "N", "H", "H", "H", "H", "H", "H", "H", "H", "H", "H", "H", "H", "H"], "xyz": [[-0.255980, 0.353013, 0.084835], [0.891853, -0.136478, 0.868847], [0.698032, 0.084016, 2.336167], [-0.714626, -0.088323, 2.703131], [-0.157442, 0.323287, -1.459409], [0.892699, -0.471147, -2.170399], [-1.483509, -0.201469, -1.861545], [-0.605030, 1.363773, 0.372388], [-0.922940, -0.483367, 0.256604], [1.764559, 0.326929, 0.628358], [0.921594, 1.119480, 2.580873], [1.455885, -0.573850, 2.782002], [-1.246341, -0.788089, 2.212691], [-0.734309, -0.291589, 3.694422], [-0.111988, 1.342133, -1.853276], [0.720189, -0.710414, -3.228260], [1.900647, -0.031951, -2.024456], [0.949923, -1.456125, -1.691824], [-2.279810, 0.287873, -1.404647], [-1.683406, 0.032299, -2.826503]], "atomic_forces_ev_per_a": [[1.2, -0.7, -0.4], [0.2, 0.6, 0.3], [-0.3, -0.2, -1.8], [0.7, 0.1, 0.8], [-1.4, 1.0, -0.6], [1.3, -1.3, 1.0], [-1.3, 0.3, -0.1], [-0.2, -0.6, 0.2], [-1.0, 0.6, 0.2], [-0.2, 0.0, -0.1], [0.2, 0.3, 0.3], [-0.5, 0.0, 0.5], [0.4, -0.4, -0.1], [-0.3, 0.0, 0.0], [0.4, 0.3, 0.3], [-0.2, 0.7, 0.2], [-0.5, -0.1, -0.3], [0.0, 0.0, 0.0], [1.0, -0.4, 0.2], [0.4, -0.2, -0.4]]}



2.
{"formula": "C37H37CoFN6O5S", "method": "ωB97M-V/def2-TZVPD", "max_force_ha_per_bohr": 0.0157, "de_lowest_kcal_mol": 13.8, "gap_ha": [0.1276, 0.1273], "multiplicity": 4, "mol_weight_g_mol": 755.7, "e_homo_ha": [-0.2004, -0.2001], "elements": ["Co", "O", "S", "O", "N", "C", "C", "C", "C", "C", "C", "C", "C", "N", "C", "C", "C", "C", "C", "C", "C", "H", "H", "H", "H", "H", "H", "H", "H", "H", "H", "H", "C", "C", "N", "C", "C", "C", "O", "O", "C", "O", "C", "C", "C", "F", "C", "C", "C", "N", "C", "C", "N", "C", "C", "H", "H", "H", "H", "H", "H", "H", "H", "H", "H", "H", "H", "H", "H", "H", "H", "H", "H", "C", "C", "C", "C", "C", "C", "N", "H", "H", "H", "H", "H", "H", "H", "H"], "xyz": [[1.419245, 0.907218, -1.830200], [0.819547, 5.078674, -3.417699], [0.262178, 3.870835, -2.851302], [-1.081020, 3.517054, -3.246518], [1.264653, 2.627410, -2.990820], [2.181902, 2.603120, -4.039348], [2.136687, 3.329562, -5.213683], [3.178570, 3.269894, -6.157874], [4.279565, 2.483419, -5.976383], [4.336532, 1.661281, -4.829204], [5.410708, 0.781115, -4.570360], [5.394831, -0.018210, -3.464428], [4.265754, 0.028315, -2.627746], [3.256703, 0.827914, -2.845279], [3.279357, 1.688129, -3.896713], [0.133703, 4.215213, -1.096054], [0.237155, 5.552108, -0.731755], [0.031025, 5.931911, 0.585868], [-0.286099, 4.983000, 1.545666], [-0.395886, 3.650180, 1.177450], [-0.185190, 3.269539, -0.137855], [1.303100, 3.982237, -5.408993], [3.096976, 3.883292, -7.046234], [5.090044, 2.461878, -6.692870], [6.242022, 0.753620, -5.264746], [6.205525, -0.695912, -3.239133], [4.183580, -0.628687, -1.768962], [0.493820, 6.280352, -1.486792], [0.121506, 6.974836, 0.861444], [-0.445151, 5.280185, 2.574155], [-0.647460, 2.899397, 1.915332], [-0.294193, 2.228254, -0.408176], [1.004936, -0.807208, 5.787660], [0.274810, 0.245645, 4.969739], [0.443773, 0.049221, 3.533028], [1.377450, 0.790785, 2.873164], [1.686126, 0.676421, 1.559621], [2.659488, 1.680425, 0.933767], [3.454638, 2.210943, 1.704498], [2.495668, 1.888106, -0.301898], [1.061101, -0.356969, 0.802020], [1.298682, -0.612630, -0.396062], [0.023393, -1.139299, 1.494701], [-0.716685, -2.053017, 0.736171], [-1.723437, -2.749251, 1.338444], [-2.415360, -3.680535, 0.637735], [-2.055663, -2.543028, 2.683426], [-1.320051, -1.641969, 3.432573], [-0.269226, -0.917244, 2.846360], [-3.149336, -3.224433, 3.312161], [-2.788506, -4.426114, 4.037159], [-3.885238, -4.766771, 5.027839], [-5.177154, -4.926575, 4.269309], [-5.510856, -3.677999, 3.490127], [-4.361849, -3.408244, 2.539953], [0.849328, -0.633942, 6.852330], [2.074959, -0.770044, 5.586694], [0.653456, -1.810896, 5.545892], [0.656806, 1.240232, 5.195302], [-0.791026, 0.265595, 5.202417], [1.898201, 1.540548, 3.456788], [-0.488013, -2.175742, -0.317065], [-1.618234, -1.471490, 4.457024], [-1.862720, -4.262526, 4.586566], [-2.619725, -5.282489, 3.359709], [-4.042799, -3.947754, 5.727689], [-3.697336, -5.693052, 5.567857], [-5.939200, -5.181705, 4.897612], [-5.067394, -5.695367, 3.601531], [-5.630303, -2.878085, 4.218541], [-6.449095, -3.857014, 2.967960], [-4.578413, -2.502278, 1.975096], [-4.290221, -4.231489, 1.814022], [1.721715, -1.362593, -4.574568], [0.377509, -1.165821, -3.949860], [-0.796556, -1.782736, -4.326178], [-1.797440, -1.327696, -3.429626], [-1.169418, -0.458450, -2.564337], [-1.798267, 0.313875, -1.451698], [0.160597, -0.341712, -2.876673], [1.678022, -2.213614, -5.256721], [2.489800, -1.575167, -3.830520], [2.054582, -0.494136, -5.150020], [-0.907442, -2.478040, -5.144004], [-2.847205, -1.578368, -3.424542], [-2.770686, -0.119483, -1.205252], [-1.956454, 1.364032, -1.708573], [-1.193422, 0.280014, -0.535678]], "atomic_forces_ev_per_a": [[-0.1, 0.4, -0.3], [0.0, -0.1, -0.1], [-0.2, 0.1, 0.2], [0.1, -0.1, 0.0], [0.3, 0.0, 0.0], [-0.1, -0.1, 0.1], [0.0, 0.0, 0.0], [0.0, 0.0, 0.0], [0.0, 0.0, 0.0], [0.1, 0.0, -0.1], [0.0, 0.0, 0.0], [-0.1, 0.0, 0.0], [0.0, -0.1, 0.0], [-0.1, 0.1, 0.1], [0.0, 0.0, 0.0], [0.1, 0.2, 0.0], [0.1, -0.1, 0.0], [0.0, 0.0, 0.1], [0.0, 0.0, 0.0], [0.0, 0.0, 0.0], [-0.1, -0.2, -0.1], [0.0, 0.0, 0.0], [0.0, 0.0, 0.0], [0.0, 0.0, 0.0], [0.0, 0.0, 0.0], [0.0, 0.0, 0.0], [0.0, 0.0, 0.0], [0.0, 0.0, 0.0], [0.0, 0.0, 0.0], [0.0, 0.0, 0.0], [0.0, -0.1, 0.0], [0.0, 0.0, 0.0], [0.0, 0.0, 0.0], [0.0, 0.0, 0.0], [0.0, -0.1, 0.0], [0.0, 0.0, 0.0], [0.0, 0.0, -0.1], [-0.1, 0.0, 0.1], [0.0, 0.1, 0.0], [0.0, -0.2, -0.1], [0.0, -0.1, -0.6], [0.0, -0.2, 0.8], [0.1, 0.0, -0.2], [0.0, 0.0, 0.1], [0.1, 0.0, 0.1], [0.0, 0.0, 0.1], [0.0, 0.1, 0.0], [-0.1, 0.0, -0.1], [0.0, 0.0, 0.0], [0.1, 0.0, 0.2], [0.0, -0.1, -0.1], [0.0, 0.0, 0.0], [0.0, 0.0, -0.1], [0.0, 0.0, 0.0], [0.0, 0.1, 0.0], [0.0, 0.0, 0.0], [0.0, 0.0, 0.0], [0.0, 0.0, 0.0], [0.0, 0.0, 0.0], [0.0, 0.0, 0.0], [0.0, 0.0, 0.0], [0.0, 0.0, -0.1], [0.0, 0.0, 0.0], [0.0, 0.0, 0.0], [0.0, 0.0, 0.0], [0.0, 0.0, 0.0], [0.0, 0.0, 0.0], [0.0, 0.0, 0.0], [0.0, 0.0, 0.0], [0.0, 0.0, 0.0], [0.0, 0.0, 0.0], [0.0, 0.0, 0.0], [0.0, 0.0, 0.0], [0.0, 0.0, -0.1], [0.1, 0.0, 0.0], [0.0, 0.0, 0.1], [0.1, -0.1, 0.0], [0.0, 0.0, 0.1], [0.0, 0.1, 0.1], [0.1, 0.1, 0.1], [0.0, 0.0, 0.0], [0.0, 0.0, 0.0], [0.0, 0.0, 0.0], [0.0, 0.0, 0.0], [-0.1, 0.0, 0.0], [0.0, 0.0, 0.0], [0.0, 0.1, 0.0], [-0.1, 0.0, -0.1]]}



3.
{"formula": "ClZn", "method": "ωB97M-V/def2-TZVPD", "max_force_ha_per_bohr": 0.0140, "de_lowest_kcal_mol": 0.0, "gap_ha": 0.2918, "charge": 1, "mol_weight_g_mol": 100.8, "e_homo_ha": -0.6302, "elements": ["Zn", "Cl"], "xyz": [[0.992615, 0.151570, 0.297810], [-0.992615, -0.151570, -0.297810]], "atomic_forces_ev_per_a": [[-0.7, -0.1, -0.2], [0.7, 0.1, 0.2]]}



4.
{"formula": "C7H13N", "method": "ωB97M-V/def2-TZVPD", "max_force_ha_per_bohr": 0.0418, "smiles": "C=CC/C(=C/N)CC", "de_lowest_kcal_mol": 49.6, "gap_ha": 0.3247, "mol_weight_g_mol": 111.2, "e_homo_ha": -0.2882, "elements": ["C", "C", "C", "C", "N", "C", "C", "C", "H", "H", "H", "H", "H", "H", "H", "H", "H", "H", "H", "H", "H"], "xyz": [[1.328100, -0.816690, -1.893342], [0.268922, -1.056101, -0.734552], [0.286131, 0.169992, 0.152959], [1.131748, 0.375755, 1.167259], [2.329457, -0.343934, 1.333373], [-0.887294, 1.098075, -0.211303], [-1.995027, 0.975563, 0.800553], [-3.069785, 0.205952, 0.814417], [2.186071, -1.395613, -1.558288], [1.618436, 0.232900, -1.997573], [1.039361, -1.129855, -2.892051], [0.404748, -1.960064, -0.120605], [-0.686229, -1.278936, -1.225378], [0.931477, 1.078842, 1.966231], [2.728651, -0.611397, 0.442261], [3.011819, 0.292435, 1.729775], [-0.439846, 2.089818, -0.116834], [-1.391597, 0.868727, -1.156689], [-1.842739, 1.676946, 1.623040], [-3.532878, 0.038469, 1.792840], [-3.419524, -0.510891, 0.083898]], "atomic_forces_ev_per_a": [[-0.1, -0.7, 1.0], [0.9, 0.2, -0.9], [-2.0, -0.6, -0.4], [-0.4, -0.1, -0.9], [0.5, 0.1, 0.2], [-0.2, 0.1, 1.3], [0.5, 0.9, 0.2], [-0.1, -0.9, 1.2], [0.5, 0.1, -0.6], [-0.1, -0.1, 0.3], [-0.2, -0.4, 0.1], [0.8, 0.2, -0.4], [-0.2, 0.7, 0.4], [0.1, 0.4, -0.3], [-0.2, -0.2, 0.0], [0.0, -0.3, 0.3], [-0.6, 0.3, -0.7], [1.0, 0.2, -0.3], [-0.1, -0.6, 0.4], [-0.4, 0.6, -0.4], [0.4, 0.1, -0.5]]}